{
  "formula": "C22H61BN8O5P2Si",
  "method": "wB97M-V/def2-TZVPD",
  "orbital_gap_ev": 7.4,
  "e_homo_ev": -7.5946,
  "smiles": "CCCCNB(CCO[Si](C)(C)C)CON=O.CN(C)P(=O)(N(C)C)N(C)C.CN(C)P(=O)(N(C)C)N(C)C",
  "total_charge": 0,
  "elements": ["C", "C", "C", "C", "N", "B", "C", "C", "O", "Si", "C", "C", "C", "C", "O", "N", "O", "H", "H", "H", "H", "H", "H", "H", "H", "H", "H", "H", "H", "H", "H", "H", "H", "H", "H", "H", "H", "H", "H", "H", "H", "H", "O", "P", "N", "C", "C", "N", "C", "C", "N", "C", "C", "H", "H", "H", "H", "H", "H", "H", "H", "H", "H", "H", "H", "H", "H", "H", "H", "H", "H", "O", "P", "N", "C", "C", "N", "C", "C", "N", "C", "C", "H", "H", "H", "H", "H", "H", "H", "H", "H", "H", "H", "H", "H", "H", "H", "H", "H", "H"],
  "positions_angstrom": [[-1.68970, -0.22808, 2.95618], [-1.79592, 1.28717, 2.57577], [-3.21221, 1.86950, 2.75908], [-4.11220, 1.66461, 1.51293], [-4.69189, 0.31191, 1.57744], [-5.87003, 0.09804, 0.74220], [-7.03410, 1.14314, 0.45839], [-8.14265, 1.08075, 1.53130], [-8.93757, -0.09157, 1.35841], [-10.36657, -0.14308, 2.25696], [-10.63655, -1.82991, 3.08400], [-11.90699, 0.29535, 1.23825], [-10.27785, 1.09136, 3.70268], [-5.98004, -1.35482, 0.03443], [-5.06511, -1.34882, -1.08614], [-3.77930, -1.59797, -0.61666], [-2.98239, -0.98848, -1.22743], [-2.67283, -0.68989, 3.04262], [-1.14739, -0.71999, 2.14359], [-1.13570, -0.35578, 3.88787], [-1.12328, 1.80274, 3.26994], [-1.42557, 1.44567, 1.56087], [-3.70927, 1.46975, 3.65218], [-3.09789, 2.94512, 2.94664], [-3.45876, 1.74869, 0.63840], [-4.85694, 2.46879, 1.47980], [-4.82852, 0.01639, 2.53713], [-6.70366, 2.17742, 0.31804], [-7.50462, 0.84823, -0.49113], [-7.64860, 1.06956, 2.51250], [-8.78659, 1.96077, 1.42307], [-11.70182, -1.93907, 3.30631], [-10.30858, -2.66824, 2.46426], [-10.06746, -1.81058, 4.01919], [-12.33526, 1.20784, 1.66833], [-11.63608, 0.44118, 0.18907], [-12.69273, -0.46057, 1.32279], [-9.50897, 0.72298, 4.39138], [-11.22732, 1.06853, 4.24949], [-10.08404, 2.11400, 3.37472], [-5.61996, -2.09120, 0.76975], [-7.00097, -1.58435, -0.26949], [1.50591, -3.57740, -3.62679], [1.56946, -2.75567, -2.35358], [0.92830, -1.25977, -2.93096], [1.67357, -0.25814, -3.66538], [-0.46460, -1.31716, -3.37457], [3.29104, -2.78300, -2.14577], [4.17404, -2.11255, -3.09910], [3.75919, -4.14867, -1.92745], [1.44395, -2.26121, -0.67102], [0.22157, -2.66189, 0.02292], [1.95433, -1.00851, -0.21005], [1.06018, 0.63638, -3.79865], [1.99119, -0.61490, -4.65477], [2.54902, 0.07922, -3.11094], [-1.06621, -0.59930, -2.81219], [-0.89905, -2.30523, -3.20672], [-0.56631, -1.10128, -4.44262], [3.89360, -2.28926, -4.14377], [5.20379, -2.44882, -2.97023], [4.20618, -1.03976, -2.91098], [3.76852, -4.72919, -2.85675], [3.10980, -4.66677, -1.21395], [4.76400, -4.14285, -1.50068], [-0.62663, -2.00149, -0.21315], [0.37142, -2.66327, 1.10601], [-0.05674, -3.68042, -0.25949], [1.28219, -0.16850, -0.43988], [2.93752, -0.79553, -0.62910], [2.08575, -1.04172, 0.87637], [6.76158, 0.26020, -2.10608], [7.05609, 1.35524, -1.09830], [8.64844, 1.80125, -1.59841], [9.86421, 1.09422, -1.24929], [8.73374, 2.37201, -2.94168], [6.98145, 0.37781, 0.33010], [7.96831, -0.66906, 0.57606], [5.63871, -0.16822, 0.50358], [6.89025, 2.76611, -0.06225], [6.24182, 3.92480, -0.67063], [7.88872, 3.13578, 0.89640], [10.73362, 1.65804, -1.59501], [9.90317, 0.08789, -1.68804], [9.98881, 1.01731, -0.16972], [9.18464, 3.36918, -2.90017], [7.74622, 2.48118, -3.39575], [9.32657, 1.74740, -3.61620], [8.18715, -1.27347, -0.31146], [7.62188, -1.34440, 1.36007], [8.89606, -0.24378, 0.95978], [5.44443, -0.99581, -0.18920], [4.88500, 0.60574, 0.32236], [5.49432, -0.52048, 1.52657], [6.93103, 4.49861, -1.30932], [5.83958, 4.59317, 0.09428], [5.39823, 3.60524, -1.28762], [8.74055, 3.65378, 0.43371], [8.25999, 2.27265, 1.44772], [7.44433, 3.80718, 1.63664]],
  "mulliken_charge": [-0.58, -0.45, -1.08, -0.22, -0.11, -0.05, -0.76, -0.42, -0.25, 0.55, -1.07, -1.11, -1.20, -0.41, -0.17, 0.04, -0.29, 0.28, -0.17, 0.39, 0.36, 0.27, 0.38, 0.37, 0.20, 0.27, 0.26, 0.47, 0.26, 0.27, 0.43, 0.32, 0.33, 0.26, 0.33, 0.30, 0.34, 0.32, 0.39, 0.33, 0.34, 0.26, -0.91, 0.75, 0.33, -1.06, -1.28, 0.38, -1.15, -1.17, 0.21, -1.06, -0.43, 0.41, 0.31, 0.17, 0.31, 0.38, 0.39, 0.26, 0.44, 0.15, 0.39, 0.32, 0.34, 0.39, 0.33, 0.31, 0.23, -0.20, 0.43, -0.93, 1.01, 0.19, -1.10, -1.25, 0.10, -1.06, -1.46, 0.08, -0.97, -0.86, 0.43, 0.31, 0.24, 0.32, 0.41, 0.38, 0.30, 0.40, 0.28, 0.54, 0.37, 0.44, 0.31, 0.35, 0.30, 0.28, 0.21, 0.40]
}

---

{
  "formula": "C19H43OsP3S2",
  "method": "wB97M-V/def2-TZVPD",
  "orbital_gap_ev": [7.2, 4.6],
  "spin_multiplicity": 5,
  "e_homo_ev": [-19.8793, -20.0125],
  "de_lowest_kcal_mol": 7.5,
  "total_charge": 4,
  "elements": ["Os", "P", "P", "P", "H", "C", "C", "H", "C", "C", "C", "C", "C", "C", "C", "C", "C", "H", "H", "H", "H", "H", "H", "H", "H", "H", "H", "H", "H", "H", "H", "H", "H", "H", "H", "H", "H", "H", "H", "H", "H", "H", "H", "H", "H", "H", "C", "C", "C", "C", "C", "C", "S", "H", "H", "H", "H", "H", "H", "C", "S", "C", "H", "H", "H", "H", "H", "H"],
  "positions_angstrom": [[0.05220, 0.35362, 0.26415], [1.30847, 1.83607, -0.95697], [0.63265, 1.45067, 2.22556], [0.34128, -1.28791, -1.46188], [-1.90099, -0.87212, 2.83769], [-1.58496, -0.80553, 1.79584], [-0.22025, -1.39281, 1.54781], [0.42862, -1.31594, 2.43121], [0.09610, 3.04141, -1.62208], [2.56834, 2.97410, -0.22938], [2.27152, 1.40680, -2.46782], [-0.15787, 0.93934, 3.82319], [2.35266, 1.61979, 2.85705], [-0.04460, 3.15826, 2.11572], [-0.65768, -2.81929, -1.22435], [1.98358, -2.00753, -1.88950], [-0.22657, -0.80726, -3.17500], [-2.37671, -1.13043, 1.12034], [-0.19437, -2.37760, 1.08387], [0.60314, 3.69723, -2.34318], [-0.30604, 3.64715, -0.80188], [-0.72923, 2.51230, -2.11239], [2.90279, 3.69247, -0.99133], [3.44824, 2.41013, 0.10342], [2.17847, 3.54931, 0.61480], [2.63181, 2.33016, -2.94922], [1.66908, 0.85880, -3.19895], [3.14721, 0.80046, -2.20677], [0.09865, 1.68744, 4.58437], [0.22549, -0.03129, 4.15808], [-1.24890, 0.89075, 3.73321], [2.32228, 2.08962, 3.85109], [2.97308, 2.23025, 2.19565], [2.80761, 0.62324, 2.95507], [-0.30603, 3.48418, 3.13026], [-0.95641, 3.15252, 1.50671], [0.67476, 3.86245, 1.68838], [-0.78230, -3.33250, -2.18956], [-1.64806, -2.57349, -0.82219], [-0.13607, -3.48654, -0.52728], [1.83453, -2.92476, -2.48335], [2.52417, -2.24479, -0.96176], [2.58427, -1.29124, -2.46362], [-1.18704, -1.27994, -3.39194], [0.51328, -1.12454, -3.92317], [-0.38603, 0.26927, -3.28726], [-4.22354, -0.26555, -1.41434], [-5.18869, 0.29279, -2.30424], [-6.49139, -0.17831, -2.33419], [-6.88584, -1.21606, -1.48498], [-5.97413, -1.74945, -0.56576], [-4.65844, -1.29773, -0.53339], [-2.61064, 0.31767, -1.41790], [-1.36815, 0.32789, 1.61581], [-4.86752, 1.09983, -2.95337], [-7.20634, 0.25389, -3.02823], [-7.89942, -1.60258, -1.51857], [-6.28147, -2.53684, 0.12758], [-3.94385, -1.72288, 0.16634], [3.35607, -2.90005, 1.91658], [3.21307, -1.25095, 1.21087], [4.94078, -0.89863, 0.89773], [2.35391, -3.25888, 2.17032], [3.96852, -2.83605, 2.82132], [3.81838, -3.57000, 1.18356], [5.55934, -1.52501, 1.54845], [5.15118, -1.10803, -0.15783], [5.11402, 0.16261, 1.11164]],
  "mulliken_spin": [0.98, -0.01, -0.01, 0.08, 0.00, 0.06, -0.09, -0.01, 0.01, 0.00, 0.00, 0.00, 0.03, 0.02, 0.01, 0.03, 0.03, -0.01, 0.00, 0.00, 0.00, -0.01, 0.00, 0.00, 0.00, 0.00, 0.00, 0.00, 0.00, 0.00, 0.00, 0.00, 0.00, -0.02, 0.00, 0.01, 0.00, 0.00, 0.00, 0.00, 0.00, 0.01, 0.00, -0.01, 0.00, -0.01, 0.08, 0.25, 0.29, 0.08, 0.25, 0.16, 0.77, -0.03, 0.00, 0.00, 0.01, -0.01, 0.13, -0.01, 0.82, -0.01, 0.00, 0.03, 0.03, 0.01, 0.04, 0.02]
}

---

{
  "formula": "H3N3S",
  "method": "wB97M-V/def2-TZVPD",
  "orbital_gap_ev": 9.9,
  "e_homo_ev": -9.0349,
  "de_lowest_kcal_mol": 7.6,
  "smiles": "N#N.NS",
  "total_charge": 0,
  "elements": ["N", "N", "N", "S", "H", "H", "H"],
  "positions_angstrom": [[-2.26257, 0.20599, 0.40195], [-1.44948, 0.44867, 1.04398], [0.93638, -0.72685, -0.09172], [0.64761, 0.77576, -0.81058], [1.33916, 1.63449, -0.02817], [0.87627, -1.46477, -0.72438], [-0.08737, -0.87330, 0.20893]],
  "mulliken_charge": [0.07, -0.08, -0.48, -0.17, 0.15, 0.27, 0.24]
}

---

{
  "formula": "C4H10N2O3",
  "method": "wB97M-V/def2-TZVPD",
  "orbital_gap_ev": 9.3,
  "e_homo_ev": -9.0459,
  "de_lowest_kcal_mol": 92.9,
  "total_charge": 0,
  "elements": ["C", "C", "C", "O", "O", "H", "H", "H", "H", "H", "H", "N", "C", "O", "N", "H", "H", "H", "H"],
  "positions_angstrom": [[1.64450, 0.82347, -1.07093], [0.14166, -0.03716, 2.24251], [0.36259, -0.55694, 0.84815], [0.72701, 0.98943, -0.01843], [1.11909, -1.45946, 0.55963], [2.38269, 1.63220, -1.05934], [2.17215, -0.13414, -0.97265], [1.13971, 0.82666, -2.04926], [-0.51775, 0.82843, 2.26726], [1.10829, 0.24544, 2.65650], [-0.28951, -0.83864, 2.84481], [-1.12605, -1.69711, -0.93461], [-1.26190, 0.57930, -0.45553], [-1.59164, 0.79228, -1.71454], [-1.06635, -0.64368, 0.01301], [-1.75689, 1.73414, -1.85350], [-0.16436, -2.00422, -1.08603], [-1.60255, -2.46142, -0.46849], [-1.42067, 1.38143, 0.25145]],
  "mulliken_charge": [-0.67, -1.16, 0.95, -0.53, -0.67, 0.24, 0.29, 0.23, 0.29, 0.31, 0.34, -0.65, 0.04, -0.40, 0.14, 0.40, 0.29, 0.26, 0.30]
}

---

{
  "formula": "C24H35N3O4",
  "method": "wB97M-V/def2-TZVPD",
  "orbital_gap_ev": 7.1,
  "e_homo_ev": -8.7448,
  "de_lowest_kcal_mol": 554.8,
  "smiles": "CNCc1cccc2c1C(=O)c1ccccc1C2=O.COC[C@@H](C)N.COC[C@@H](C)N",
  "total_charge": 0,
  "elements": ["C", "N", "C", "C", "C", "C", "C", "C", "C", "C", "O", "C", "C", "C", "C", "C", "C", "C", "O", "H", "H", "H", "H", "H", "H", "H", "H", "H", "H", "H", "H", "H", "C", "C", "C", "O", "C", "N", "H", "H", "H", "H", "H", "H", "H", "H", "H", "H", "H", "C", "C", "C", "O", "C", "N", "H", "H", "H", "H", "H", "H", "H", "H", "H", "H", "H"],
  "positions_angstrom": [[1.89406, -3.81169, 2.30270], [2.80151, -2.63387, 2.58114], [2.03371, -1.38272, 2.96842], [1.29302, -0.83412, 1.61268], [2.26662, -0.25697, 0.39667], [1.53793, 0.26193, -1.01203], [-0.12368, 0.17008, -1.10500], [-1.06843, -0.40412, 0.10617], [-0.34132, -0.92383, 1.51971], [-1.34624, -1.52282, 2.68621], [-1.26224, -1.27116, 3.99484], [-2.59301, -2.48375, 2.12098], [-3.01806, -3.85858, 2.90738], [-4.23220, -4.76563, 2.28052], [-4.99013, -4.22428, 0.91950], [-4.57461, -2.82814, 0.10759], [-3.32742, -1.95029, 0.71614], [-2.73231, -0.55093, 0.01970], [-3.50998, 0.38737, -0.54682], [2.57373, -4.66870, 1.82647], [1.39681, -4.28378, 3.25724], [1.04138, -3.61184, 1.52637], [3.45598, -2.42972, 1.79174], [2.79865, -0.54795, 3.34434], [1.32395, -1.60023, 3.87300], [3.44217, -0.25084, 0.51228], [2.19048, 0.65358, -1.92963], [-0.62859, 0.53095, -2.09755], [-2.40450, -4.13371, 3.88948], [-4.50260, -5.76660, 2.84550], [-5.86225, -4.91118, 0.49782], [-5.12794, -2.45338, -0.86492], [-3.76868, 3.17723, 1.04917], [-3.03837, 3.59776, 2.32384], [-3.97710, 4.04823, 3.46839], [-4.56218, 5.34000, 3.28716], [-5.63789, 5.36896, 2.36520], [-2.05821, 4.64152, 1.99000], [-4.10020, 4.03032, 0.45015], [-3.10208, 2.59077, 0.40744], [-4.63955, 2.55567, 1.27902], [-2.48956, 2.71735, 2.68222], [-3.37814, 4.12192, 4.38497], [-4.75321, 3.30028, 3.66973], [-6.25636, 4.46906, 2.41717], [-5.25769, 5.51986, 1.35298], [-6.26742, 6.23516, 2.59872], [-1.49379, 4.83662, 2.81780], [-2.57781, 5.51154, 1.84001], [5.97179, -0.31298, -6.23194], [6.32205, -0.04997, -4.76800], [5.54106, -0.93209, -3.76499], [4.17260, -0.56064, -3.58290], [3.31415, -0.96190, -4.63650], [6.13787, 1.38055, -4.48283], [5.03401, 0.16174, -6.53477], [6.74940, 0.09616, -6.88618], [5.89843, -1.38591, -6.43449], [7.38696, -0.28690, -4.64731], [6.01109, -0.81768, -2.77995], [5.61937, -1.99580, -4.01933], [3.58655, -1.93726, -5.04823], [3.30276, -0.20056, -5.41889], [2.29336, -1.02566, -4.24272], [6.48217, 1.57310, -3.54142], [5.13013, 1.55049, -4.41214]],
  "mulliken_charge": [-0.59, -0.35, -0.74, 0.42, -0.51, -0.24, -0.73, 0.23, 0.44, 0.17, -0.56, 0.27, -0.39, -0.36, -0.31, -0.46, 0.26, 0.32, -0.55, 0.30, 0.20, 0.18, 0.31, 0.29, 0.30, 0.29, 0.31, 0.31, 0.31, 0.29, 0.27, 0.33, -1.33, 0.63, -0.79, -0.40, -0.62, -0.73, 0.23, 0.24, 0.34, 0.28, 0.37, 0.41, 0.29, 0.23, 0.26, 0.28, 0.31, -1.37, 0.34, -0.77, -0.25, -0.72, -0.73, 0.29, 0.34, 0.34, 0.40, 0.33, 0.40, 0.32, 0.27, 0.23, 0.27, 0.32]
}

---

Q: Which calculated total energy values were calculated for the entries above? A: -2685.95335, -2659.18117, -564.23590, -493.53714, -1399.98869, in a.u..